No. 1
Formula: C8H24O4
Source: the OMol25 dataset
Level of theory: wB97M-V/def2-TZVPD

Last column: Löwdin charge in e.
CARTESIAN COORDINATES (ANGSTROEM)
O1 3.178 -6.908 3.434  -0.092
O2 -4.244 2.306 -0.220  -0.086
O3 2.526 5.904 -2.713  -0.044
O4 0.523 -2.793 -2.680  -0.072
C1 2.598 4.582 -2.463  -0.416
C2 -4.922 3.510 -0.464  -0.343
C3 3.002 -4.494 3.836  -0.091
C4 -6.296 3.384 0.140  -0.096
C5 0.705 -3.081 -1.359  -0.358
C6 0.106 -1.923 -0.545  -0.078
C7 2.793 -5.633 2.870  -0.316
C8 1.726 4.187 -1.308  -0.082
H1 -4.260 4.134 0.137  0.115
H2 -4.731 1.631 -0.700  0.076
H3 -0.030 -2.010 -2.632  0.066
H4 -6.197 3.169 1.204  0.079
H5 2.480 -4.715 4.767  0.074
H6 2.124 3.250 -0.919  0.073
H7 0.654 4.155 -1.503  0.077
H8 -4.959 3.836 -1.503  0.110
H9 2.513 -3.601 3.446  0.067
H10 1.972 4.895 -0.517  0.078
H11 -0.890 -1.672 -0.912  0.077
H12 2.437 3.985 -3.360  0.113
H13 4.044 -4.223 4.005  0.075
H14 0.725 -1.039 -0.703  0.076
H15 0.111 -3.966 -1.127  0.102
H16 0.044 -2.172 0.514  0.073
H17 1.763 -3.338 -1.300  0.114
H18 1.743 -5.682 2.582  0.100
H19 3.126 5.998 -3.456  0.094
H20 -6.821 2.512 -0.251  0.071
H21 3.235 -5.602 1.874  0.110
H22 3.614 4.347 -2.146  0.108
H23 2.510 -7.194 4.061  0.073
H24 -6.901 4.261 -0.091  0.074

Summary:
HOMO   -0.3709 Ha
Charge   0
LUMO energy   0.58 eV
Molecular weight   184.28 u
Orbital gap   0.392 Eh

=====

No. 2
Formula: C8H24O4
Source: the OMol25 dataset
Level of theory: wB97M-V/def2-TZVPD

Last column: Löwdin charge in e.
CARTESIAN COORDINATES (ANGSTROEM)
O1 -1.542 -0.049 0.592  -0.071
O2 -2.269 -2.762 1.097  -0.028
O3 -1.880 2.618 -0.421  -0.066
O4 3.708 -0.048 -0.693  -0.071
C1 -1.121 -4.101 -0.340  -0.070
C2 -0.120 0.031 2.576  -0.022
C3 -1.887 2.293 -1.775  -0.367
C4 4.244 0.856 1.288  -0.120
C5 -2.273 3.514 -2.537  -0.088
C6 4.445 0.907 -0.184  -0.463
C7 -2.273 -3.175 -0.238  -0.298
C8 -0.229 0.174 1.045  -0.302
H1 1.016 0.512 2.894  0.155
H2 -2.225 -2.272 -0.885  0.120
H3 -3.229 -3.527 -0.715  0.137
H4 -2.221 1.332 -2.050  0.094
H5 4.170 -0.191 1.833  0.105
H6 -1.815 -0.877 0.910  0.019
H7 -1.742 1.792 0.090  0.049
H8 3.098 1.064 1.568  0.081
H9 4.142 1.753 -0.578  0.063
H10 -0.693 0.767 2.671  -0.028
H11 -2.282 3.285 -3.579  0.065
H12 -0.900 2.000 -2.153  0.103
H13 5.566 0.564 -0.410  0.154
H14 -1.283 -4.505 -1.224  0.024
H15 -1.652 4.379 -2.339  0.079
H16 0.324 -0.421 0.430  0.075
H17 4.837 1.613 1.992  0.107
H18 -1.142 -4.881 0.281  0.040
H19 0.148 1.145 0.700  0.119
H20 3.665 0.281 -1.655  0.147
H21 -0.490 -0.826 3.050  0.057
H22 -2.753 -3.376 1.493  0.024
H23 -0.073 -3.722 -0.386  0.114
H24 -3.266 3.857 -2.337  0.064

Summary:
HOMO   -0.3387 Ha
Charge   0
LUMO energy   0.62 eV
Molecular weight   184.28 u
Orbital gap   0.361 Eh

=====

No. 3
Formula: C8H24O4S4
Source: the OMol25 dataset
Level of theory: wB97M-V/def2-TZVPD

Last column: Löwdin charge in e.
CARTESIAN COORDINATES (ANGSTROEM)
S1 1.909 -0.688 -4.142  0.789
S2 2.651 0.868 1.863  0.874
S3 -3.673 -0.840 2.720  0.864
S4 -1.912 0.290 -2.654  0.798
O1 -3.869 -1.159 1.223  -0.539
O2 0.641 -1.597 -3.978  -0.576
O3 -3.339 -0.076 -3.139  -0.569
O4 3.553 0.948 0.565  -0.579
C1 3.235 -1.676 -4.196  -0.358
C2 3.051 2.335 2.707  -0.278
C3 1.056 1.371 1.370  -0.234
C4 2.102 0.087 -2.559  -0.276
C5 -2.988 -2.210 3.542  -0.304
C6 -1.601 -0.949 -1.410  -0.291
C7 -2.134 0.098 2.896  -0.271
C8 -2.116 1.621 -1.425  -0.290
H1 2.977 -2.498 -3.340  0.129
H2 -2.407 -1.120 -0.899  -0.070
H3 1.272 0.860 -2.467  0.070
H4 3.329 -2.281 -5.089  0.055
H5 -2.091 0.470 3.981  0.095
H6 -2.606 2.712 -1.915  0.148
H7 -1.118 1.797 -1.038  -0.002
H8 -0.735 -0.739 -0.754  0.044
H9 -2.058 1.002 2.506  -0.020
H10 -2.239 -2.708 3.069  0.026
H11 2.146 -0.618 -1.770  0.035
H12 -2.753 1.133 -0.639  0.045
H13 3.164 3.102 1.852  0.108
H14 -1.674 -2.119 -1.856  0.158
H15 0.633 1.276 2.387  0.063
H16 -1.359 -0.583 2.563  0.049
H17 0.658 0.415 0.925  0.080
H18 4.175 -1.141 -4.065  0.060
H19 4.036 2.449 3.378  0.132
H20 -2.666 -2.079 4.662  0.124
H21 0.984 2.153 1.017  -0.078
H22 -3.778 -2.851 3.506  0.007
H23 3.150 0.468 -2.713  0.066
H24 2.392 2.478 3.314  -0.083

Summary:
HOMO   -0.3075 Ha
Charge   0
LUMO energy   0.04 eV
Molecular weight   312.54 u
Orbital gap   0.309 Eh

=====

No. 4
Formula: C8H24O4S4
Source: the OMol25 dataset
Level of theory: wB97M-V/def2-TZVPD

Last column: Löwdin charge in e.
CARTESIAN COORDINATES (ANGSTROEM)
S1 -0.364 30.029 14.610  0.845
S2 -5.614 29.488 8.281  0.862
S3 -1.477 26.245 10.033  0.802
S4 -8.169 28.108 12.395  0.848
O1 -0.057 26.312 10.445  -0.572
O2 -5.217 28.193 9.004  -0.579
O3 -1.626 29.302 14.135  -0.588
O4 -9.456 27.987 11.573  -0.596
C1 -4.255 30.709 8.633  -0.252
C2 -2.054 24.549 10.490  -0.249
C3 -6.959 26.834 11.806  -0.257
C4 -2.658 27.313 10.964  -0.253
C5 -5.318 29.267 6.458  -0.258
C6 -7.359 29.578 11.475  -0.226
C7 0.898 29.389 13.471  -0.265
C8 -0.336 31.746 13.975  -0.265
H1 1.696 30.101 13.258  0.043
H2 -5.926 26.946 12.134  0.045
H3 -7.334 30.435 12.147  0.033
H4 -7.042 27.057 10.742  0.029
H5 -6.074 28.554 6.129  0.038
H6 -1.454 23.744 10.065  0.049
H7 -8.107 30.053 10.840  0.045
H8 -4.549 31.726 8.376  0.045
H9 1.331 28.434 13.766  0.055
H10 -0.140 32.514 14.724  0.042
H11 -2.513 28.339 10.626  0.033
H12 -3.961 30.638 9.680  0.042
H13 -1.303 32.042 13.567  0.053
H14 -6.447 29.276 10.961  -0.001
H15 -3.705 27.068 10.784  0.024
H16 -5.419 30.092 5.753  0.053
H17 -2.476 27.375 12.037  0.044
H18 -2.984 24.410 9.939  0.038
H19 0.380 29.327 12.514  0.053
H20 0.448 31.888 13.232  0.037
H21 -4.405 28.742 6.179  0.055
H22 -7.314 25.854 12.124  0.046
H23 -3.291 30.611 8.135  0.051
H24 -2.203 24.502 11.568  0.050

Summary:
HOMO   -0.3091 Ha
Charge   0
LUMO energy   0.34 eV
Molecular weight   312.54 u
Orbital gap   0.322 Eh

=====

No. 5
Formula: C8H24O8
Source: the OMol25 dataset
Level of theory: wB97M-V/def2-TZVPD

Last column: Löwdin charge in e.
CARTESIAN COORDINATES (ANGSTROEM)
O1 4.040 -0.581 2.461  -0.165
O2 -0.557 2.734 1.558  -0.146
O3 -0.492 -2.356 0.243  -0.118
O4 -1.085 1.143 -2.173  -0.125
O5 -0.574 -0.826 2.603  -0.045
O6 -2.809 -1.180 -2.265  -0.117
O7 -1.854 4.416 -3.251  -0.002
O8 2.103 -3.235 0.823  -0.034
C1 3.128 -1.768 2.478  -0.206
C2 2.990 -2.187 1.011  -0.293
C3 -0.915 -1.959 -0.993  -0.307
C4 -0.420 1.246 1.333  -0.160
C5 -1.395 3.104 -3.401  -0.272
C6 -0.116 0.501 2.654  -0.261
C7 -1.635 2.439 -2.106  -0.247
C8 -2.369 -1.575 -0.957  -0.241
H1 0.487 -2.835 0.228  0.154
H2 -2.623 2.548 -1.916  0.103
H3 -0.047 1.163 -2.356  0.177
H4 -0.197 -1.227 -1.504  0.122
H5 2.765 -1.404 0.379  0.094
H6 -0.391 2.929 -3.712  0.121
H7 0.503 1.172 0.548  0.158
H8 -1.138 4.897 -3.591  0.063
H9 2.065 -1.682 2.882  0.126
H10 3.847 -2.681 2.937  0.168
H11 -1.397 2.912 2.102  0.115
H12 -0.778 -2.818 -1.709  0.137
H13 -1.087 2.970 -1.284  0.137
H14 -2.772 -2.386 -0.546  0.077
H15 -1.989 2.545 -4.050  0.110
H16 4.016 -2.532 0.632  0.149
H17 0.796 0.699 2.986  0.067
H18 -1.305 0.973 0.798  0.083
H19 -0.428 -1.150 1.688  0.047
H20 2.617 -3.807 1.303  0.053
H21 4.314 -0.360 3.511  0.181
H22 -2.752 -0.603 -0.528  0.139
H23 -2.223 -0.320 -2.255  0.082
H24 -0.335 1.066 3.438  0.074

Summary:
HOMO   -0.3501 Ha
Charge   0
LUMO energy   0.34 eV
Molecular weight   248.27 u
Orbital gap   0.362 Eh

=====

No. 6
Formula: C8H25AlBN4O4S
Source: the OMol25 dataset
Level of theory: wB97M-V/def2-TZVPD

Last column: Löwdin charge in e.
CARTESIAN COORDINATES (ANGSTROEM)
S1 -0.005 -2.681 -1.909  0.556
Al1 1.311 2.125 0.304  0.317
O1 -0.204 -1.310 -1.583  -0.264
O2 4.292 2.806 -0.711  -0.033
O3 -0.183 -3.690 -0.907  -0.280
O4 -0.910 -3.072 -3.165  -0.270
N1 -2.571 2.275 3.742  0.086
N2 -2.006 0.205 2.873  0.007
N3 -2.519 1.948 1.371  0.120
N4 2.613 3.880 -2.022  0.087
C1 1.862 -0.061 2.375  -0.304
C2 -2.342 1.564 2.698  -0.585
C3 -2.312 -3.313 -2.888  -0.256
C4 1.563 -2.864 -2.680  -0.119
C5 0.495 0.090 3.098  -0.210
C6 -0.749 -0.270 2.274  -0.223
C7 -3.096 -2.037 -2.664  -0.071
C8 1.844 0.243 0.871  -0.324
B1 2.891 3.018 -0.902  -0.686
H1 -0.029 2.019 -0.679  -0.085
H2 -1.731 1.772 0.746  0.012
H3 2.252 -1.074 2.575  0.085
H4 -2.951 -1.349 -3.496  0.084
H5 -2.788 -1.530 -1.751  0.075
H6 2.293 -2.545 -1.938  0.079
H7 0.372 1.110 3.484  0.094
H8 4.730 3.617 -0.433  0.058
H9 -0.847 -1.358 2.167  0.117
H10 1.708 -3.905 -2.953  0.070
H11 0.507 -0.574 3.977  0.098
H12 -0.671 0.135 1.266  0.067
H13 2.834 0.018 0.443  0.040
H14 -2.385 -3.989 -2.035  0.110
H15 3.279 3.842 -2.784  0.051
H16 -2.855 3.214 3.475  0.017
H17 -4.157 -2.280 -2.585  0.079
H18 -2.661 -3.843 -3.773  0.116
H19 0.856 3.050 1.574  -0.098
H20 2.568 0.623 2.866  0.090
H21 1.141 -0.449 0.386  0.008
H22 1.597 -2.212 -3.547  0.075
H23 -2.751 2.931 1.321  0.079
H24 -1.950 0.110 3.884  0.100
H25 1.665 3.814 -2.366  0.032

Summary:
HOMO   -0.1507 Ha
Charge   -1
LUMO energy   2.39 eV
Molecular weight   311.17 u
Orbital gap   0.238 Eh

=====

No. 7
Formula: C8H25BNO4Rb
Source: the OMol25 dataset
Level of theory: wB97M-V/def2-TZVPD

Last column: Löwdin charge in e.
CARTESIAN COORDINATES (ANGSTROEM)
Rb1 -1.594 0.459 -0.999  1.643
O1 -0.670 -0.048 2.600  -0.231
O2 3.310 0.551 -1.244  -0.212
O3 -1.567 -1.272 0.238  -0.324
O4 -3.167 1.130 0.801  -0.172
N1 0.064 -0.116 -0.280  -0.522
C1 0.564 -0.464 3.166  -0.051
C2 0.979 -0.304 -1.428  -0.231
C3 0.257 1.104 0.586  -0.182
C4 4.728 0.377 -1.558  -0.075
C5 2.432 -0.616 -1.253  -0.190
C6 -2.577 -1.148 1.273  -0.155
C7 -0.678 1.153 1.793  -0.208
C8 -2.924 0.234 1.773  -0.340
B1 -1.285 0.297 -3.393  -0.547
H1 5.378 0.858 -0.827  0.076
H2 -1.372 -0.269 -4.308  -0.054
H3 0.109 -0.890 0.368  0.088
H4 -0.487 -0.113 -2.793  -0.157
H5 0.707 -1.293 -1.794  0.129
H6 4.868 0.831 -2.540  0.084
H7 1.315 1.238 0.810  0.124
H8 2.512 -1.252 -0.372  0.118
H9 -3.900 0.719 0.337  0.111
H10 1.180 0.306 3.631  0.101
H11 0.861 0.389 -2.261  0.107
H12 4.973 -0.685 -1.544  0.077
H13 -3.820 0.260 2.394  0.152
H14 0.015 1.867 -0.153  0.101
H15 -0.950 1.292 -3.641  -0.044
H16 -2.256 -1.809 2.078  0.133
H17 -3.536 -1.593 1.007  0.125
H18 -2.133 0.655 2.394  0.072
H19 -1.681 1.380 1.429  0.054
H20 -0.454 2.061 2.352  0.153
H21 -2.187 0.289 -2.801  -0.179
H22 0.388 -1.309 3.831  0.096
H23 2.825 -1.136 -2.127  0.122
H24 -1.347 -2.195 0.096  0.128
H25 1.121 -0.940 2.359  0.080

Summary:
HOMO   -0.2681 Ha
Charge   0
LUMO energy   -0.26 eV
Molecular weight   295.57 u
Orbital gap   0.259 Eh

=====

No. 8
Formula: C8H25CdNO6
Source: the OMol25 dataset
Level of theory: wB97M-V/def2-TZVPD

Last column: Löwdin charge in e.
CARTESIAN COORDINATES (ANGSTROEM)
Cd1 0.975 0.032 1.365  1.368
O1 -0.147 1.223 2.685  -0.491
O2 2.876 0.559 2.773  -0.100
O3 -2.740 -1.800 -2.124  -0.185
O4 0.783 1.773 -0.296  -0.305
O5 2.543 -0.865 0.212  -0.475
O6 0.664 -2.003 2.197  -0.103
N1 -0.899 -0.484 0.061  -0.109
C1 2.902 -0.679 -1.105  -0.346
C2 -1.424 0.791 -0.465  -0.186
C3 1.644 2.834 -0.611  -0.107
C4 -3.862 -2.625 -2.327  -0.108
C5 -0.629 -1.439 -1.028  -0.192
C6 -0.203 2.573 2.918  -0.366
C7 -1.768 -2.398 -1.319  -0.240
C8 -0.394 1.746 -1.063  -0.210
H1 -1.665 -0.869 0.605  0.111
H2 1.931 2.809 -1.671  0.093
H3 1.146 3.800 -0.446  0.094
H4 0.225 -2.052 -0.717  0.100
H5 2.293 -1.274 -1.815  0.048
H6 2.512 2.740 0.034  0.094
H7 -4.423 -2.770 -1.399  0.089
H8 -1.345 -3.284 -1.821  0.129
H9 -1.981 1.286 0.331  0.118
H10 -0.313 -0.906 -1.923  0.125
H11 1.365 -2.546 1.815  0.052
H12 -0.841 2.749 -1.044  0.129
H13 -0.310 2.792 3.995  0.054
H14 2.830 0.375 -1.440  0.045
H15 3.546 -0.023 3.137  0.051
H16 -1.050 3.060 2.397  0.051
H17 0.612 -2.235 3.128  0.066
H18 0.709 3.120 2.587  0.048
H19 -0.148 1.492 -2.103  0.127
H20 -4.479 -2.167 -3.097  0.088
H21 3.956 -0.964 -1.280  0.059
H22 3.022 1.421 3.171  0.051
H23 -2.173 0.576 -1.239  0.117
H24 -3.566 -3.611 -2.718  0.089
H25 -2.174 -2.758 -0.358  0.129

Summary:
HOMO   -0.2756 Ha
Charge   0
LUMO energy   0.36 eV
Molecular weight   343.70 u
Orbital gap   0.289 Eh